[1]
Entry from the Open Molecules 2025 dataset: one molecule with the formula C26H32N4O5S in a non-equilibrium geometry (ωB97M-V/def2-TZVPD).

Geometry as XYZ:
```
68
Properties=species:S:1:pos:R:3:lowdin_charge:R:1
C 7.30 1.24 0.22 -0.0617
C 5.80 1.39 -0.01 -0.2373
O 5.37 0.22 -0.70 -0.0280
C 4.09 0.04 -1.09 -0.1861
C 3.85 -1.14 -1.79 0.0115
C 2.59 -1.47 -2.26 -0.0731
C 1.52 -0.63 -2.05 -0.0356
C 1.73 0.56 -1.35 -0.1446
C 3.00 0.91 -0.87 -0.0948
O 3.18 2.07 -0.18 0.1060
C 2.19 2.96 0.09 -0.3875
O 2.49 3.96 0.70 0.1176
C 0.85 2.62 -0.39 -0.0546
C 0.66 1.46 -1.08 0.0707
H -0.33 1.21 -1.45 0.1131
C -0.27 3.50 -0.11 -0.3169
C -0.26 4.74 0.44 -0.3325
S -1.86 5.37 0.56 1.0535
C -2.44 3.86 -0.17 -0.5898
N -1.51 3.03 -0.45 0.0841
N -3.77 3.65 -0.37 0.1079
C -4.40 2.50 -0.82 -0.4404
O -5.60 2.48 -0.94 0.0924
C -3.48 1.34 -1.10 -0.1158
H -2.78 1.64 -1.88 0.1247
C -4.19 0.06 -1.53 -0.0813
C -3.13 -1.02 -1.70 -0.4998
O -2.05 -0.80 -2.22 0.0507
N -3.48 -2.23 -1.23 0.0617
H -4.37 -2.34 -0.77 0.1397
C -2.56 -3.34 -1.14 -0.1501
H -1.67 -3.06 -1.71 0.1188
C -2.15 -3.65 0.31 -0.1678
N -1.26 -2.63 0.82 -0.1377
C 0.02 -3.09 1.32 -0.1843
H 0.39 -3.87 0.65 0.1201
H -0.05 -3.52 2.33 0.1201
C 1.02 -1.93 1.32 -0.1644
C 0.48 -0.76 2.14 -0.1812
C -0.90 -0.38 1.63 -0.1494
H -1.33 0.42 2.24 0.1182
H -0.80 -0.02 0.60 0.0928
C -1.86 -1.58 1.62 -0.3583
C -2.27 -2.00 3.04 -0.0366
H -2.81 -1.19 3.52 0.0807
H -1.40 -2.25 3.65 0.0650
H -2.92 -2.87 3.01 0.0694
H -2.77 -1.27 1.09 0.1263
H 0.43 -1.04 3.20 0.1065
H 1.15 0.09 2.07 0.1061
H 1.97 -2.27 1.72 0.1146
H 1.17 -1.60 0.29 0.0885
H -1.65 -4.62 0.33 0.1178
H -3.06 -3.74 0.92 0.1136
H -3.02 -4.23 -1.59 0.1168
H -4.93 -0.23 -0.79 0.1177
H -4.70 0.22 -2.48 0.1332
H -2.89 1.16 -0.20 0.1142
H -4.40 4.42 -0.16 0.1484
H 0.58 5.31 0.78 0.0664
H 0.52 -0.87 -2.39 0.1052
H 2.45 -2.40 -2.80 0.1071
H 4.69 -1.79 -1.96 0.1214
H 5.27 1.48 0.94 0.1281
H 5.59 2.28 -0.61 0.1289
H 7.50 0.35 0.81 0.0766
H 7.81 1.15 -0.73 0.0769
H 7.67 2.12 0.74 0.0770
```

Properties
E_tot ... -54516.1172 eV
Energy above the lowest of the compared OMol25 structures with the same formula, charge and spin ... 2.0 kcal per mole
SMILES ... CCOc1cccc2cc(-c3csc(NC(=O)CCC(=O)NCCN4CCCC[C@@H]4C)n3)c(=O)oc12
LUMO level ... -0.21 eV

***

[2]
Entry from the Open Molecules 2025 dataset: a 16-piece molecular cluster, C6H43O16 overall in a non-equilibrium geometry (ωB97M-V/def2-TZVPD).

Geometry as XYZ:
```
65
Properties=species:S:1:pos:R:3:lowdin_charge:R:1
O -8.77 -11.24 -10.74 0.3369
H -8.16 -11.60 -10.08 0.1293
H -8.43 -10.39 -11.04 0.1335
H -8.84 -11.87 -11.46 0.1323
C -5.26 -15.07 -10.51 -0.0869
C -5.32 -13.69 -9.78 -0.6732
C -4.98 -12.52 -10.73 -0.1003
O -6.44 -13.35 -9.03 -0.3447
H -4.44 -15.31 -11.18 0.0477
H -6.14 -15.22 -11.15 0.0508
H -5.27 -15.84 -9.73 0.0488
H -4.45 -13.74 -9.12 0.0851
H -4.79 -11.57 -10.22 0.0559
H -5.80 -12.43 -11.44 0.0501
H -4.03 -12.68 -11.24 0.0500
C -5.56 -8.03 -13.35 -0.1145
C -7.03 -7.70 -13.01 -0.6833
C -7.92 -8.32 -14.08 -0.1207
O -7.41 -8.01 -11.70 -0.3530
H -5.31 -7.80 -14.38 0.0508
H -5.40 -9.11 -13.33 0.0533
H -4.81 -7.56 -12.73 0.0543
H -7.05 -6.62 -13.16 0.0946
H -7.78 -9.39 -14.23 0.0456
H -7.80 -7.99 -15.12 0.0544
H -8.97 -8.29 -13.80 0.0552
O -8.32 -10.02 -7.26 -0.0507
H -7.80 -10.81 -7.10 0.0247
H -7.68 -9.32 -7.36 0.0106
O -7.18 -15.82 -5.58 -0.0577
H -6.57 -16.56 -5.49 0.0208
H -6.84 -15.33 -6.33 0.0202
O -4.46 -12.07 -5.07 -0.0550
H -4.40 -11.12 -5.01 0.0255
H -4.98 -12.23 -5.85 0.0223
O -3.79 -17.98 -14.26 -0.0467
H -3.03 -17.94 -13.68 0.0378
H -4.38 -17.30 -13.93 0.0203
O -1.12 -15.62 -8.34 -0.0587
H -1.59 -14.96 -8.85 0.0161
H -1.69 -15.81 -7.60 0.0253
O -0.29 -12.61 -10.37 -0.0483
H -0.26 -12.53 -11.32 0.0276
H -0.29 -11.71 -10.05 0.0275
O -5.68 -7.68 -8.06 -0.0565
H -6.11 -7.82 -8.90 0.0237
H -5.11 -6.93 -8.20 0.0256
O -10.39 -14.72 -9.32 -0.0620
H -10.30 -15.66 -9.17 0.0270
H -9.53 -14.36 -9.09 0.0150
O -8.89 -13.18 -13.48 -0.0403
H -9.17 -13.04 -14.38 0.0381
H -8.23 -13.87 -13.53 0.0127
O -1.95 -8.86 -8.45 -0.0557
H -2.65 -9.47 -8.67 0.0266
H -2.29 -8.00 -8.71 0.0230
O -6.63 -15.36 -14.79 -0.0393
H -7.03 -15.86 -15.50 0.0393
H -6.24 -14.60 -15.22 0.0396
O -6.28 -19.33 -9.02 -0.0482
H -5.38 -19.06 -8.83 0.0287
H -6.32 -20.24 -8.72 0.0288
O -6.57 -19.53 -12.88 -0.0542
H -6.49 -19.18 -11.99 0.0168
H -5.79 -19.21 -13.33 -0.0024
```

Properties
E_tot ... -39676.7815 eV
Net charge ... -1
LUMO level ... 1.72 eV

***

[3]
Entry from the Open Molecules 2025 dataset: one molecule with the formula C4H4O3 (ωB97M-V/def2-TZVPD).

Geometry as XYZ:
```
11
Properties=species:S:1:pos:R:3:lowdin_charge:R:1
O -1.17 -0.51 1.20 0.1381
C -0.60 -1.03 0.01 -0.2257
C 0.12 -0.12 0.84 -0.4872
C 0.92 1.07 0.89 0.0155
O 1.24 -0.17 1.61 0.0721
C -0.26 -0.07 -2.02 0.1112
O -1.17 -0.52 -1.18 -0.0613
H -0.42 -2.10 -0.05 0.1735
H 1.59 1.31 0.07 0.1166
H 0.62 1.90 1.53 0.1223
H -0.89 0.23 -2.89 0.0247
```

Properties
E_tot ... -10349.2483 eV
Energy above the lowest of the compared OMol25 structures with the same formula, charge and spin ... 137.5 kcal per mole
LUMO level ... 0.23 eV

***

[4]
Entry from the Open Molecules 2025 dataset: an isolated ion of composition C9H15N2S and charge +1 in a non-equilibrium geometry (ωB97M-V/def2-TZVPD).

Geometry as XYZ:
```
27
Properties=species:S:1:pos:R:3:lowdin_charge:R:1
C -0.91 -0.37 0.65 -0.2175
C -0.72 0.97 0.71 -0.2242
C 2.29 -0.43 0.38 -0.6724
C 0.04 -0.71 -0.36 -0.3809
C 0.26 0.98 -0.47 -0.5059
C -1.99 -1.19 1.26 0.0001
C -1.27 2.14 1.42 -0.0134
C -0.51 -1.56 -1.57 0.0257
C -0.02 1.79 -1.71 -0.0915
N 1.27 -1.28 0.11 0.1036
N 3.49 -0.88 0.69 0.1510
S 2.03 1.18 0.13 1.1405
H -2.74 -0.61 1.70 0.0604
H -1.42 -1.97 1.91 0.1347
H -2.57 -1.79 0.58 0.0713
H -1.72 2.74 0.69 0.0560
H -0.46 2.81 1.92 0.1302
H -2.08 1.74 2.14 0.1201
H -1.25 -0.94 -2.03 0.0819
H -0.99 -2.48 -1.13 0.1034
H 0.20 -2.03 -2.26 0.0862
H -1.13 1.98 -1.85 0.0991
H 0.26 1.16 -2.69 0.1304
H 0.48 2.92 -1.65 0.1436
H 1.52 -2.22 -0.28 0.1914
H 3.62 -1.80 0.89 0.0829
H 4.29 -0.14 0.83 0.1933
```

Properties
E_tot ... -23383.7208 eV
Energy above the lowest of the compared OMol25 structures with the same formula, charge and spin ... 21.3 kcal per mole
Net charge ... +1
LUMO level ... -3.02 eV

***

[5]
Entry from the Open Molecules 2025 dataset: C29H31BrN5O2SeTi as an isolated structure in a non-equilibrium geometry (ωB97M-V/def2-TZVPD).

Geometry as XYZ:
```
70
Properties=species:S:1:pos:R:3:lowdin_charge:R:1
Ti 0.49 0.88 -1.20 0.4361
O -2.61 3.23 2.59 0.0714
C -1.35 3.73 2.63 -0.2671
C -1.03 4.55 3.71 -0.0035
C 0.25 5.06 3.84 -0.0647
C 1.22 4.79 2.88 -0.0701
C 0.89 4.01 1.79 -0.0402
C -0.38 3.47 1.66 -0.1226
C -0.74 2.60 0.48 -0.3632
O 0.27 2.49 -0.48 -0.3284
N -1.08 1.24 1.02 0.0153
N -1.01 0.24 0.11 -0.1060
C -0.71 -1.00 0.60 -0.1842
C -0.74 -2.08 -0.18 0.0160
Br 1.85 -0.67 -2.46 0.1595
C -1.00 -3.23 -0.72 -0.0167
C -2.30 -3.93 -0.55 -0.2209
C -3.46 -3.26 -0.17 -0.0364
C -4.63 -3.97 0.08 -0.0717
C -4.65 -5.35 -0.06 -0.0746
C -3.50 -6.02 -0.47 -0.0709
C -2.34 -5.32 -0.72 -0.0388
H -2.70 2.56 1.90 0.0834
H -1.80 4.76 4.44 0.1246
H 0.49 5.67 4.70 0.1109
H 2.21 5.21 2.97 0.1077
H 1.62 3.81 1.01 0.0993
H -1.65 2.97 0.00 0.1477
H -0.64 1.04 1.91 0.1320
H -0.42 -1.10 1.64 0.1274
H -0.26 -3.74 -1.33 0.1262
H -3.44 -2.18 -0.07 0.1094
H -5.52 -3.44 0.38 0.1072
H -5.56 -5.90 0.14 0.1080
H -3.52 -7.10 -0.58 0.1091
H -1.45 -5.84 -1.04 0.1149
C 3.33 -1.07 3.46 -0.0125
N 3.76 -1.35 2.10 -0.0626
C 3.36 -0.72 0.98 -0.6502
Se 2.22 0.75 0.90 0.7897
N 4.00 -1.27 -0.05 0.1103
C 4.83 -2.30 0.38 -0.1635
C 5.68 -3.17 -0.29 0.0047
C 6.36 -4.09 0.48 -0.0687
C 6.21 -4.15 1.87 -0.0675
C 5.36 -3.27 2.53 0.0025
C 4.68 -2.35 1.76 -0.1526
H 2.67 -0.21 3.44 0.0478
H 4.20 -0.83 4.07 0.1052
H 2.82 -1.93 3.87 0.1036
H 3.81 -1.01 -1.01 0.0342
H 5.80 -3.12 -1.37 0.1208
H 7.04 -4.78 -0.01 0.1112
H 6.75 -4.89 2.43 0.1107
H 5.25 -3.31 3.61 0.1168
C -1.66 3.82 -4.78 -0.0229
C -2.47 2.87 -3.89 -0.5707
C -3.45 2.04 -4.73 -0.0243
C -3.23 3.67 -2.81 -0.0279
C -1.55 1.96 -3.21 -0.0466
N -0.82 1.24 -2.69 0.1184
H -2.34 4.50 -5.28 0.0993
H -1.10 3.26 -5.54 0.0973
H -0.95 4.40 -4.19 0.0958
H -4.16 2.72 -5.21 0.0986
H -4.01 1.34 -4.11 0.0958
H -2.93 1.48 -5.51 0.0971
H -3.93 4.34 -3.30 0.0990
H -2.54 4.27 -2.22 0.0911
H -3.79 3.01 -2.14 0.0942
```

Properties
Spin multiplicity ... 3
E_tot ... -200621.5157 eV
Net charge ... +1
LUMO level (spin up / spin down) ... -2.38 / -4.15 eV

***

[6]
Entry from the Open Molecules 2025 dataset: C24H32N4O2Ti as an isolated structure (ωB97M-V/def2-TZVPD).

Geometry as XYZ:
```
63
Properties=species:S:1:pos:R:3:lowdin_charge:R:1
Ti -0.38 0.39 0.88 0.8966
C 1.61 1.44 2.64 -0.1782
C 2.60 1.06 1.53 -0.1570
N 1.86 0.53 0.38 -0.1124
C 2.41 -0.63 -0.32 -0.1190
C 1.35 -1.62 -0.76 -0.2320
C 1.77 -2.81 -1.32 -0.0243
C 0.82 -3.72 -1.74 -0.0420
C -0.51 -3.39 -1.60 -0.0115
C -0.87 -2.19 -1.02 -0.2138
C -2.35 -1.86 -0.86 -0.1831
N -2.72 -0.47 -0.83 -0.1148
C -2.45 0.23 0.43 -0.2843
C -0.93 1.63 2.49 -0.1750
N 0.40 1.97 2.03 -0.1932
N 0.05 -1.31 -0.59 0.1076
H 2.05 2.13 3.36 0.1252
H 1.31 0.54 3.18 0.1006
H 3.30 0.30 1.91 0.1096
H 3.21 1.93 1.24 0.1215
H 1.67 1.27 -0.28 0.0783
H 3.11 -1.15 0.33 0.1145
H 2.97 -0.33 -1.21 0.1356
H 2.83 -3.02 -1.41 0.1218
H 1.12 -4.67 -2.18 0.1133
H -1.29 -4.07 -1.93 0.1185
H -2.68 -2.33 0.07 0.1187
H -2.87 -2.36 -1.68 0.1184
H -2.32 0.04 -1.60 0.0875
H -2.89 -0.33 1.26 0.0702
H -2.92 1.21 0.39 0.0498
H -0.96 1.21 3.49 0.0697
H -1.64 2.44 2.34 0.0688
H 0.50 2.87 1.59 0.1305
C 0.53 3.17 -3.90 -0.0623
C -0.46 3.59 -2.80 -0.6432
C -0.09 4.98 -2.28 -0.0625
C -1.88 3.62 -3.37 -0.0571
C -0.40 2.62 -1.69 -0.1251
C -0.39 1.82 -0.77 -0.0694
H 0.49 3.88 -4.73 0.0815
H 0.29 2.18 -4.27 0.0830
H 1.55 3.16 -3.51 0.0796
H -0.14 5.71 -3.09 0.0816
H 0.93 4.99 -1.87 0.0797
H -0.77 5.29 -1.49 0.0832
H -1.94 4.33 -4.19 0.0816
H -2.60 3.90 -2.60 0.0857
H -2.16 2.63 -3.75 0.0832
O -1.26 -2.98 1.97 0.0815
C -0.20 -2.41 2.10 -0.5512
O -0.05 -1.11 2.11 -0.1549
C 1.08 -3.21 2.20 -0.1296
C 1.06 -4.55 1.85 -0.0215
C 2.24 -5.28 1.86 -0.0754
C 3.43 -4.68 2.24 -0.0878
C 3.45 -3.35 2.62 -0.0807
C 2.27 -2.61 2.59 -0.0374
H 0.12 -5.00 1.55 0.1200
H 2.23 -6.33 1.58 0.1025
H 4.35 -5.26 2.26 0.1006
H 4.37 -2.88 2.94 0.1016
H 2.26 -1.57 2.89 0.0967
```

Properties
E_tot ... -58577.9439 eV
Energy above the lowest of the compared OMol25 structures with the same formula, charge and spin ... 3.9 kcal per mole
LUMO level ... 0.28 eV